[1]
The following is a DFT calculation (wB97M-V/def2-TZVPD) of C6H7N as an isolated structure in a non-equilibrium geometry.

Net charge   0
Gap between HOMO and LUMO (spin up / spin down)   8.66 / 7.37 eV
E_LUMO (spin up / spin down)   0.66 / 0.00 eV
HOMO energy (spin up / spin down)   -0.29408 / -0.27090 Eh

Each line ends with the natural charge from an NBO analysis.
Element x y z (Å)
H  -2.4442  -0.6841  1.9278  0.23
C  0.7784  0.4603  -1.8213  -0.06
H  2.1191  -1.2647  -1.6148  0.19
H  -2.4857  1.0725  1.2984  0.25
H  -2.6390  -0.0836  0.0397  0.24
N  0.4826  1.1610  -0.6931  -0.35
H  0.4467  0.6659  -2.7992  0.19
H  2.2829  0.6995  0.3210  0.22
C  0.4924  -0.5268  0.9493  -0.31
C  1.6227  -0.4169  -1.2805  -0.19
C  -0.7686  -0.1262  0.8033  0.24
C  1.4229  0.1956  0.0805  -0.15
C  -2.1339  0.1245  1.0928  -0.71
H  0.8238  -1.2770  1.6960  0.21



[2]
The following is a DFT calculation (wB97M-V/def2-TZVPD) of one molecule with the formula C5H6INO2 in a non-equilibrium geometry.

SMILES   Cc1onc(CO)c1I
Net charge   0
Gap between HOMO and LUMO   9.28 eV
E_LUMO   0.43 eV
HOMO energy   -0.32548 Eh

Each line ends with the natural charge from an NBO analysis.
Element x y z (Å)
O  -1.1641  -2.7214  0.1199  -0.73
C  0.3080  1.3736  -0.0319  0.25
N  1.6326  -0.4183  -0.1065  -0.14
C  -0.5642  0.3049  -0.0116  -0.32
C  0.4636  -0.9348  -0.0898  0.17
I  -2.6609  0.4298  0.1748  0.20
H  0.2995  3.3134  -0.9920  0.25
O  1.6235  0.9379  -0.0994  -0.28
C  0.2118  -2.4383  -0.0702  -0.09
H  0.8888  -2.8868  0.6410  0.20
H  0.8048  3.3599  0.6178  0.24
H  0.5356  -2.6549  -1.0297  0.19
C  0.0255  2.7947  -0.0725  -0.68
H  -0.9910  2.9890  0.2424  0.25
H  -1.4137  -3.4488  0.7077  0.49



[3]
The following is a DFT calculation (wB97M-V/def2-TZVPD) of one molecule with the formula C2H3N5O in a non-equilibrium geometry.

SMILES   C=Nn1nnnc1O
Net charge   0
Gap between HOMO and LUMO   10.24 eV
E_LUMO   -0.10 eV
HOMO energy   -0.38006 Eh

Each line ends with the natural charge from an NBO analysis.
Element x y z (Å)
N  -1.0074  0.5902  -0.0353  -0.24
C  1.3893  0.3325  -0.0341  0.60
C  -2.0935  -0.0685  -0.0207  -0.06
N  1.3518  -1.8433  0.0009  -0.02
H  -2.2448  -1.1379  -0.2436  0.21
N  0.1547  -0.1226  0.0224  -0.10
N  2.1783  -0.7448  -0.1359  -0.34
H  -2.9771  0.5968  -0.1249  0.19
O  1.8505  1.5801  0.0151  -0.63
N  0.1545  -1.4223  0.1729  -0.11
H  1.2437  2.2398  0.3832  0.51



[4]
The following is a DFT calculation (wB97M-V/def2-TZVPD) of a 8-piece molecular cluster, C8H31N14O8 overall in a non-equilibrium geometry.

Net charge   -1
Gap between HOMO and LUMO   3.83 eV
E_LUMO   1.65 eV
HOMO energy   -0.08041 Eh

Each line ends with the natural charge from an NBO analysis.
Element x y z (Å)
H  0.2962  8.2361  -10.7605  0.38
O  0.7011  3.9689  0.0180  -0.66
H  0.7695  8.9489  -9.1620  0.42
N  2.3562  8.6266  -11.7815  -0.85
H  6.2553  -1.9246  -3.3167  0.36
H  -1.4811  3.2839  1.1569  0.41
O  2.7515  9.9969  -10.0628  -0.65
H  -2.0865  2.5427  -0.3298  0.39
N  3.1820  13.4221  -5.8955  -0.82
H  7.0002  -1.6247  -1.7592  0.41
C  10.9495  4.8088  -5.3812  0.73
H  -1.2999  3.2868  -2.1357  0.37
H  3.1531  14.4025  -6.1365  0.39
H  8.0307  0.1322  -8.0945  0.38
H  10.5386  5.9127  -6.9340  0.40
N  4.1256  11.9438  -4.7497  -0.81
H  1.6454  8.0956  -12.2641  0.38
H  6.3922  -0.5409  -10.9959  0.41
H  5.0354  -0.6545  -4.2637  0.38
O  12.1832  4.8151  -5.4318  -0.72
N  7.6106  6.6985  -10.9737  -0.81
N  10.2760  4.0599  -4.6387  -0.79
H  7.5166  5.6978  -10.8743  0.39
N  6.3477  -1.3610  -2.4836  -0.82
H  3.3081  8.8062  -12.0673  0.42
H  4.7683  0.9760  -3.5805  0.43
O  5.0159  13.9598  -4.7515  -0.69
H  9.2072  5.5872  -5.8666  0.40
C  7.4621  0.8105  -9.9171  0.74
H  5.0975  5.3997  -6.5153  0.09
H  10.5299  6.7305  -11.8841  0.41
H  9.3368  4.4311  -4.6214  0.39
C  2.0265  9.2453  -10.6543  0.75
H  6.7649  7.2302  -10.8248  0.41
O  7.2741  1.7494  -10.6588  -0.69
H  4.2854  6.8930  -5.8251  0.10
N  0.9066  8.7521  -10.1431  -0.85
N  8.0699  0.8948  -8.7555  -0.82
H  10.8056  3.6800  -3.8672  0.40
N  9.6154  6.4361  -11.5726  -0.83
N  10.1559  5.3957  -6.1554  -0.81
H  4.9775  11.5313  -4.3973  0.40
N  5.1450  0.0399  -3.5385  -0.81
O  5.4414  5.8237  -4.4974  -1.01
C  -0.3079  3.4420  -0.4332  0.73
H  9.1825  5.5372  -11.7297  0.38
C  5.8621  -0.1628  -2.5119  0.73
O  8.6955  8.4889  -11.4787  -0.67
N  -1.3771  3.0497  0.1800  -0.82
H  0.4179  3.3195  -2.3074  0.42
C  4.6196  5.8694  -5.6555  -0.24
H  8.5479  1.7386  -8.4729  0.42
O  6.0627  0.6413  -1.5871  -0.68
H  2.7164  12.7792  -6.5200  0.40
H  3.7248  5.2575  -5.5417  0.08
C  8.6344  7.2955  -11.4256  0.74
C  4.1731  13.1641  -5.1295  0.74
H  3.4240  11.2561  -4.9842  0.39
H  6.9829  -1.0166  -9.4644  0.36
N  6.9615  -0.3167  -10.1923  -0.80
N  -0.3880  3.2348  -1.7046  -0.83



[5]
The following is a DFT calculation (wB97M-V/def2-TZVPD) of a 3-piece molecular cluster, C4H9N3O overall in a non-equilibrium geometry.

Net charge   0
Gap between HOMO and LUMO   8.88 eV
E_LUMO   0.39 eV
HOMO energy   -0.31193 Eh

Each line ends with the natural charge from an NBO analysis.
Element x y z (Å)
C  0.3839  0.2020  2.6258  -0.67
H  0.0665  0.8661  -3.3759  0.20
N  0.3449  0.0545  -1.3590  -0.52
O  -1.2878  -1.6487  -0.1879  -0.56
H  1.4846  1.1804  1.9169  0.29
H  1.1834  -0.8547  3.5207  0.26
N  -0.9282  -0.8440  1.1041  -0.32
C  -0.0694  1.0971  -0.7572  0.28
H  -1.0389  -1.5249  1.9634  0.41
C  0.1765  -0.0176  -2.7914  -0.44
H  -0.2593  -1.6218  -0.6532  0.50
N  0.0714  1.2707  0.6585  -0.57
H  -0.1811  2.1723  -1.3275  0.15
H  -0.4721  -1.0382  -2.8944  0.21
C  -0.2478  0.2399  1.2725  0.35
H  1.2273  -0.4680  -3.0813  0.20
H  -0.4539  0.9349  3.3660  0.24



[6]
The following is a DFT calculation (wB97M-V/def2-TZVPD) of one molecule with the formula C6H14O in a non-equilibrium geometry.

SMILES   CC(C)C[C@@H](C)O
Net charge   0
Gap between HOMO and LUMO   11.08 eV
E_LUMO   0.98 eV
HOMO energy   -0.37145 Eh

Each line ends with the natural charge from an NBO analysis.
Element x y z (Å)
O  -0.0002  -0.4885  2.3239  -0.73
H  -0.6369  -0.5877  3.0478  0.47
H  -1.5348  -0.0962  0.9885  0.15
H  -0.1751  2.9074  -1.1336  0.21
H  -1.1927  1.9375  -0.0739  0.21
H  -0.1685  -0.9387  -1.0023  0.19
H  -0.4524  -2.9448  1.3752  0.21
C  -0.4361  1.8681  -0.8572  -0.62
C  1.7714  1.0138  -1.6137  -0.61
H  -1.9766  -2.3036  1.9904  0.20
C  -1.2426  -2.2122  1.1739  -0.63
H  -1.7599  -2.5005  0.2529  0.21
H  -0.9064  1.4395  -1.7558  0.20
C  0.2949  -0.5524  -0.0963  -0.40
H  2.1086  2.0262  -1.9116  0.21
C  0.7417  0.9490  -0.4542  -0.22
H  2.6738  0.4364  -1.4019  0.21
H  1.1806  -1.1786  0.1402  0.21
H  1.1406  1.0897  0.5361  0.22
C  -0.6802  -0.7797  1.1010  0.10
H  1.2984  0.5927  -2.5141  0.20



[7]
The following is a DFT calculation (wB97M-V/def2-TZVPD) of a 2-piece molecular cluster, C5H10N overall in a non-equilibrium geometry.

Net charge   +1
Gap between HOMO and LUMO   9.30 eV
E_LUMO   -3.97 eV
HOMO energy   -0.48742 Eh

Each line ends with the natural charge from an NBO analysis.
Element x y z (Å)
H  2.2527  -0.6699  -1.8389  0.23
H  -0.8571  0.8514  2.2495  0.46
C  -1.1787  1.1427  -0.9295  -0.32
C  2.2476  -1.5857  -1.3052  -0.66
H  3.1571  -1.4223  -0.8007  0.25
H  -1.5404  0.4842  -1.8279  0.27
H  -2.2059  0.1213  0.5674  0.24
C  -1.6370  0.9599  0.2616  -0.09
H  -1.7599  2.2607  2.0044  0.46
C  1.1013  -1.5563  -0.2474  0.02
H  -0.3952  1.8318  -1.3633  0.25
H  -0.3455  -1.9229  1.5739  0.25
H  2.1188  -2.4551  -1.9059  0.26
H  -0.1711  2.0971  1.4344  0.45
N  -1.0827  1.6418  1.4700  -0.72
C  0.2959  -1.7786  0.6574  -0.34



[8]
The following is a DFT calculation (wB97M-V/def2-TZVPD) of one molecule with the formula C3H6N2O2 in a non-equilibrium geometry.

SMILES   [H]/N=C(/NC=O)OC
Net charge   0
Gap between HOMO and LUMO   10.86 eV
E_LUMO   0.72 eV
HOMO energy   -0.37275 Eh

Each line ends with the natural charge from an NBO analysis.
Element x y z (Å)
H  -2.0828  0.6612  -1.4215  0.18
O  2.7663  -0.1862  0.5387  -0.51
C  -1.7172  -0.2861  -1.0127  -0.26
C  1.7622  -0.7402  0.8832  0.53
N  0.5859  1.2688  -0.3162  -0.71
H  -2.5440  -0.9901  -0.9258  0.21
C  -0.0116  0.4399  0.4284  0.67
H  -0.9418  -0.6933  -1.6720  0.19
H  0.0215  1.7580  -0.9914  0.35
N  0.7074  -0.0604  1.5744  -0.69
H  1.1493  0.7619  1.9881  0.39
H  1.5112  -1.7801  0.6195  0.12
O  -1.2064  -0.1535  0.3072  -0.49



Relative energy (zero: lowest compared OMol25 entry of this formula, charge and spin) across the listed records, respectively: 655.0 270.0 348.1 751.4 1088.6 65.7 357.9 265.8 kJ/mol.